Molecular formula: C8H10N2O2
Method: DFT, ωB97M-V/def2-TZVPD

```
22
C8H10N2O2, DFT ωB97M-V/def2-TZVPD
C 4.53096 -0.90260 -0.72234
C 3.59132 -0.76488 1.58931
C 2.51433 -0.88813 0.86947
C 3.87278 -0.08510 0.22920
C -1.75911 1.03818 -0.79896
C 1.20629 -1.20977 0.47344
C -0.96298 -0.19096 -0.61567
C 0.33126 0.18006 0.06665
N 5.09621 -1.66028 -1.37304
N 3.76661 1.30575 0.14016
O 3.37785 1.94416 1.13106
O 4.05249 1.86544 -0.93025
H 4.16211 -0.79816 2.41289
H -1.11218 1.94720 -1.11661
H -2.24319 1.33954 0.21235
H -2.74547 1.02726 -1.50016
H 0.62822 -1.84000 1.12192
H 1.20215 -1.57199 -0.61370
H -1.55459 -0.83187 0.11250
H -0.89027 -0.96024 -1.41830
H 0.21314 0.92160 0.88203
H 1.03757 0.70249 -0.61445
```

As for the spin multiplicity: 3. Its electronic energy is -15522.8385 eV. The calculation puts the HOMO-LUMO gap (alpha / beta) at 8.286 / 6.671 eV. As for the energy above the lowest of the compared OMol25 structures with the same formula, charge and spin: 486.0 kJ/mol. The calculation puts the LUMO energy (alpha / beta) at 0.6 / -3.7 eV. Its expectation value of S² is 2.015. The value obtained for the HOMO energy (alpha / beta) is -7.69 / -10.39 eV.


Molecular formula: C8H10N2O3Rh
Method: DFT, ωB97M-V/def2-TZVPD

```
24
C8H10N2O3Rh, DFT ωB97M-V/def2-TZVPD
C -0.68319 0.27001 -1.80230
C 0.45300 -0.60753 -1.75830
C 1.60881 0.17829 -1.55065
C 1.20163 1.56259 -1.47199
C -0.22608 1.61098 -1.61155
Rh 0.25170 0.52605 0.01835
C 0.53466 -2.03048 1.03484
C -0.73634 -1.61459 0.71149
C -1.91911 -2.16497 0.31736
N -1.48104 0.19227 0.54324
H 2.63053 -0.20968 -1.44414
H 0.40364 -1.68767 -1.86877
H 1.85047 2.40890 -1.23384
H -0.87905 2.46479 -1.47546
H -1.71873 -0.06497 -1.95228
H 1.21252 -2.46553 0.27489
H -2.18384 0.35544 1.29738
H 0.85106 -2.04482 2.07759
H -2.08368 -3.24273 0.40159
H -2.65782 -1.51312 -0.15721
O 0.42719 2.79816 1.49694
N 0.89821 2.06329 2.43900
O 1.18234 2.44487 3.55407
O 1.06312 0.77046 2.15974
```

As for the spin multiplicity: 5. Its electronic energy is -20577.1243 eV. The calculation puts the HOMO-LUMO gap (alpha / beta) at 5.114 / 6.502 eV. As for the energy above the lowest of the compared OMol25 structures with the same formula, charge and spin: 295.0 kJ/mol. The calculation puts the LUMO energy (alpha / beta) at 3.7 / 2.8 eV. The net charge is -1. Its expectation value of S² is 6.050. The value obtained for the HOMO energy (alpha / beta) is -1.46 / -3.67 eV.


Molecular formula: C8H10N2O4Si
Method: DFT, ωB97M-V/def2-TZVPD

```
25
C8H10N2O4Si, DFT ωB97M-V/def2-TZVPD
C 0.57849 -2.60925 0.73562
C -1.33928 -1.61797 -0.09030
C -2.09611 -0.76233 -0.51703
C -3.95474 0.98667 0.87308
C -2.91700 0.13518 -1.25196
C 3.44962 0.29348 0.16941
C 0.72103 1.20377 1.20475
C 1.05617 0.35721 -1.68845
N -0.68522 -2.60294 0.43580
N 1.52517 -1.71627 0.61181
O -4.39230 -0.09184 1.20756
O -2.96941 0.09328 -2.48259
O -3.81617 2.05444 1.43129
O -3.58718 1.08201 -0.60249
Si 1.56721 -0.11338 0.09847
H 0.90675 -3.56632 1.17287
H 3.84421 0.16358 1.17348
H 4.01369 -0.36115 -0.48957
H 3.64690 1.32098 -0.13301
H -0.34795 1.22062 1.01926
H 0.86223 0.98294 2.25985
H 1.10667 2.20489 1.02168
H -0.01729 0.25006 -1.79986
H 1.32193 1.38470 -1.93157
H 1.52260 -0.29234 -2.42808
```

Its electronic energy is -27507.0088 eV. Its SMILES is C[Si](C)(C)/N=C\N=C=C=C([O-])OC(=O)[O-]. The calculation puts the HOMO-LUMO gap at 6.798 eV. As for the energy above the lowest of the compared OMol25 structures with the same formula, charge and spin: 0.0 kJ/mol. The calculation puts the LUMO energy at 5.7 eV. The net charge is -2. The value obtained for the HOMO energy is -1.05 eV.


Molecular formula: C8H10N3O2
Method: DFT, ωB97M-V/def2-TZVPD

```
23
C8H10N3O2, DFT ωB97M-V/def2-TZVPD
C -2.84410 0.34289 -0.37905
C -2.29421 1.58407 -0.51785
C -2.05998 -0.61463 0.17293
C -0.95325 1.87657 -0.18945
C -0.76318 -0.44178 0.49515
C -0.15986 0.84479 0.29265
C 2.16532 0.76917 -0.10787
C -0.04553 -1.61708 1.04326
N 0.54155 -2.47874 0.14259
N 3.26640 1.11134 0.46712
N 0.71878 -2.03211 -0.96881
O 1.96433 0.09561 -1.11315
O 1.13661 1.18879 0.80455
H -3.87169 0.16837 -0.78662
H -2.90293 2.42408 -0.93685
H -2.48532 -1.67140 0.21384
H -0.65978 2.90909 -0.29004
H 0.75703 -1.31260 1.60694
H -0.60526 -2.25836 1.67363
H 3.13757 1.71035 1.27491
H 4.14061 1.09305 -0.01868
H 0.60379 -1.00372 -1.23940
H 1.21312 -2.68775 -1.63980
```

Its electronic energy is -17015.4078 eV. Its SMILES is NC(=O)Oc1ccccc1CN=[NH2+]. The calculation puts the HOMO-LUMO gap at 8.461 eV. As for the energy above the lowest of the compared OMol25 structures with the same formula, charge and spin: 214.6 kJ/mol. The calculation puts the LUMO energy at -4.8 eV. The net charge is +1. The value obtained for the HOMO energy is -13.30 eV.